Record 1
105
Properties=species:S:1:pos:R:3:forces:R:3:mulliken_charge:R:1 method="wB97M-V/def2-TZVPD" homo_lumo_gap_ha="0.2409 / 0.2447" de_lowest_ev=0.000 total_charge=0
Ti 0.4532 -0.0358 -0.3076 0.8 -1.0 0.0 -1.0237
C 4.9920 -0.6847 -3.3996 0.0 0.0 0.0 -0.5901
C 3.6913 -1.0377 -3.7282 0.0 0.0 0.0 -0.8041
C 2.6161 -0.4255 -3.0988 0.0 0.0 -0.1 -0.1936
C 2.8241 0.5514 -2.1290 -0.2 0.1 0.1 -0.5960
C 4.1346 0.9032 -1.8032 0.1 0.0 0.0 -0.0263
C 5.2068 0.2907 -2.4320 0.0 0.0 0.0 -0.9079
N 1.7199 1.1020 -1.4371 0.0 -0.1 0.2 2.5260
C 1.6454 2.4650 -1.2059 0.1 -0.1 -0.2 -0.5801
C 2.2565 3.4689 -1.9640 0.0 0.0 0.1 -0.2320
C 2.0295 4.8062 -1.6610 0.0 0.0 0.1 -0.7007
C 1.2030 5.1649 -0.6015 0.0 -0.1 0.0 -0.8965
C 0.5809 4.1799 0.1549 0.0 0.0 0.1 -0.5736
C 0.7869 2.8417 -0.1523 -0.1 0.0 0.0 -0.4675
N 0.2057 1.7474 0.4965 -0.2 0.4 0.0 2.1699
N -0.4851 2.0081 1.6162 0.0 0.1 0.1 -1.4641
C -0.8561 0.8578 2.1825 0.2 0.0 -0.4 0.2020
C -1.5594 0.8418 3.4134 0.0 0.0 0.0 -0.8612
C -1.7976 -0.3503 4.0216 0.0 0.0 0.0 -0.4937
C -1.3430 -1.5500 3.4263 -0.1 0.0 0.1 -0.8113
C -0.7246 -1.4857 2.2157 0.0 0.2 -0.1 -0.8998
N -0.5081 -0.3131 1.5573 -0.1 0.2 0.1 1.0394
H 5.8298 -1.1646 -3.8888 0.0 0.0 0.0 0.4222
H 3.5075 -1.7941 -4.4816 0.0 0.0 0.0 0.4920
H 1.6009 -0.7115 -3.3492 0.0 0.0 0.0 0.1167
H 4.3048 1.6501 -1.0371 0.0 0.0 0.0 0.4612
H 6.2165 0.5706 -2.1578 0.0 0.0 0.0 0.4127
H 2.9195 3.1958 -2.7764 0.0 0.0 0.0 0.6087
H 2.5089 5.5760 -2.2536 0.0 0.0 0.0 0.4268
H 1.0454 6.2095 -0.3663 0.0 0.0 0.0 0.4589
H -0.0563 4.4230 0.9950 0.0 0.0 0.0 0.7254
H -1.8571 1.7870 3.8446 0.0 0.0 0.0 0.5338
H -2.3237 -0.3808 4.9679 0.0 0.0 0.0 0.4041
H -1.4962 -2.5102 3.8985 0.0 0.0 0.0 0.4907
H -0.3807 -2.3769 1.7127 0.0 0.0 -0.1 0.6664
C 2.4967 -5.6043 0.5808 -0.1 -0.1 0.0 -0.6169
Si 3.7113 -4.5095 -0.3180 0.0 0.1 0.0 0.3748
C 3.4274 -4.5566 -2.1626 0.0 0.0 -0.1 -0.7550
C 5.4581 -5.0723 0.0433 0.1 0.0 0.0 -1.2566
C 3.5547 -2.7551 0.3591 -0.2 0.1 0.0 0.2470
C 4.5617 -2.1445 1.0928 0.0 -0.1 -0.1 0.0925
C 4.4218 -0.8548 1.6003 0.1 0.0 0.1 -1.5137
C 3.2498 -0.1846 1.3514 -0.2 0.1 0.0 -0.4439
N 2.2558 -0.7449 0.6593 0.1 -0.2 0.0 0.5087
C 2.3820 -1.9939 0.1690 0.2 0.2 0.2 0.1416
S 0.9557 -2.5001 -0.6938 -0.2 0.1 -0.2 -0.6278
H 2.6131 -6.6492 0.2808 0.0 0.0 0.0 0.4233
H 1.4738 -5.2939 0.3594 0.0 0.0 0.0 -0.1564
H 2.6420 -5.5431 1.6620 0.0 0.0 0.0 0.3333
H 3.9708 -5.3919 -2.6126 0.0 0.0 0.0 0.4397
H 3.7778 -3.6313 -2.6271 0.0 0.0 0.0 0.0426
H 2.3683 -4.6655 -2.3953 0.0 0.0 0.0 0.2466
H 5.6263 -6.0497 -0.4159 0.0 0.0 0.0 0.3346
H 5.6461 -5.1737 1.1147 0.0 0.0 0.0 0.3476
H 6.1976 -4.3830 -0.3715 0.0 0.0 0.0 0.3246
H 5.4871 -2.6802 1.2751 0.0 0.0 0.0 0.4133
H 5.2118 -0.3862 2.1700 0.0 0.0 0.0 0.4382
H 3.0733 0.8253 1.7030 0.0 0.0 0.0 0.6043
N -3.9180 -0.6304 0.0488 0.0 0.0 0.0 -0.2335
C -3.6039 -1.8288 0.5920 -0.1 -0.2 0.0 0.4884
N -2.6458 -2.5998 0.1880 -0.1 0.0 0.0 -0.0464
C -2.6174 -3.7686 0.9384 0.1 0.1 -0.1 -0.8247
C -1.6854 -4.7916 0.7892 0.0 0.0 0.0 -0.1962
C -1.7495 -5.8907 1.6294 0.0 0.0 0.0 -0.7888
C -2.7334 -5.9868 2.6138 0.0 0.0 0.0 -0.4847
C -3.6709 -4.9774 2.7731 0.0 0.0 0.0 -0.4682
C -3.5967 -3.8761 1.9334 0.0 -0.1 0.0 0.8953
S -4.5926 -2.4532 1.9110 0.0 0.1 0.0 -0.3601
H -3.1951 -0.1129 -0.4335 0.0 0.0 0.0 -0.1238
H -4.5338 -0.0315 0.5717 0.0 0.0 0.0 0.3032
H -0.9181 -4.6967 0.0314 0.0 0.0 0.0 0.4886
H -1.0210 -6.6845 1.5233 0.0 0.0 0.0 0.4196
H -2.7656 -6.8536 3.2606 0.0 0.0 0.0 0.3857
H -4.4359 -5.0470 3.5357 0.0 0.0 0.0 0.4059
C -2.9999 3.7187 -2.8973 -0.1 -0.1 0.2 -0.7615
N -2.6135 3.9871 -1.5231 0.0 0.0 -0.1 0.4197
C -2.3207 5.3614 -1.1816 -0.1 0.0 0.1 -0.9120
C -2.5776 3.0056 -0.6053 0.1 0.1 0.0 -0.3694
O -2.7932 1.8250 -0.8420 -0.2 0.0 0.0 -0.7087
H -3.9585 4.1943 -3.1219 0.0 0.1 0.0 0.4050
H -3.1127 2.6461 -3.0237 0.0 0.0 0.0 0.1597
H -2.2444 4.1002 -3.5814 0.1 0.1 -0.1 0.1544
H -3.2205 5.9771 -1.2579 0.0 0.0 0.0 0.3602
H -1.5585 5.7599 -1.8538 0.0 0.0 0.0 0.2208
H -1.9435 5.4144 -0.1611 0.0 0.0 0.0 0.3220
H -2.3160 3.3605 0.4032 0.0 -0.1 0.0 0.4866
O 0.0953 5.2594 -4.7349 -0.1 -0.1 0.0 -0.4464
C 0.6232 4.1061 -5.3890 -0.1 0.1 0.0 -0.7685
N 0.2507 2.9323 -4.6647 -0.3 0.0 0.2 0.1528
C -0.8335 2.1779 -5.0262 0.4 -0.2 -0.2 0.1975
O -1.4437 2.3564 -6.0618 -0.2 0.1 0.0 -0.7213
C -1.1439 0.9998 -4.1465 -0.1 0.2 0.1 1.2129
C -1.7589 -0.1187 -4.6886 0.0 -0.1 -0.1 -0.8251
C -1.9816 -1.2155 -3.8783 0.0 -0.2 0.1 -1.3363
C -1.5517 -1.1972 -2.5574 -0.1 0.4 -0.1 -0.2454
N -0.9993 -0.0986 -2.0210 0.0 -0.3 -0.1 1.8405
C -0.8460 0.9747 -2.8020 0.2 0.3 0.3 -1.4495
H 0.1461 6.0067 -5.3402 0.0 0.0 0.0 0.2597
H 1.7121 4.1679 -5.4245 0.1 0.0 0.0 0.3497
H 0.2199 4.0132 -6.3959 0.0 0.0 0.0 0.5085
H 0.7355 2.7506 -3.7976 0.0 0.0 0.0 -0.0363
H -2.0297 -0.1122 -5.7367 0.0 0.0 0.0 0.5310
H -2.4524 -2.1070 -4.2683 0.0 0.0 0.0 0.4977
H -1.6866 -2.0447 -1.8979 0.1 0.0 0.1 0.1704
H -0.4456 1.8457 -2.2993 -0.1 0.1 -0.1 0.4940



Record 2
7
Properties=species:S:1:pos:R:3:forces:R:3:nbo_charge:R:1 method="wB97M-V/def2-TZVPD" homo_lumo_gap_ha=0.3746 de_lowest_ev=0.151 total_charge=0 smiles=Cl[C@@H]1CS1
C -0.1698 -0.2495 0.4828 2.0 0.0 -1.6 -0.5029
C 1.1008 -0.2636 -0.5107 -2.3 -0.2 1.6 -0.3666
S 0.4857 -1.8556 0.0243 0.2 0.0 -0.1 0.1885
Cl 2.6186 0.3437 0.0950 0.1 0.0 0.0 -0.0022
H 0.0259 0.0737 1.4927 0.1 0.1 0.0 0.2291
H -1.1202 0.0226 0.0512 -0.1 0.1 0.0 0.2236
H 0.9265 -0.0047 -1.5450 0.0 0.0 0.1 0.2305



Record 3
17
Properties=species:S:1:pos:R:3:forces:R:3:mulliken_spin:R:1 method="wB97M-V/def2-TZVPD" spin_multiplicity=4 homo_lumo_gap_ha="0.2760 / 0.2681" total_charge=+1
C -1.9308 0.6936 -1.1830 -0.5 0.2 0.2 0.1445
Re -0.1549 0.2184 -0.1092 1.8 -0.9 -0.6 2.5279
N 1.7938 -0.0799 0.8128 1.4 -0.6 0.0 -0.0361
N 0.7756 -0.7190 -1.6970 1.3 -0.5 -2.4 0.0335
H 1.8912 -0.9410 1.3857 -0.3 0.7 -0.3 0.0099
H -1.2003 1.5593 -0.5513 -1.0 0.1 -0.9 -0.0343
H -2.9402 0.9774 -0.8904 0.1 0.2 0.0 0.0121
H -1.8674 -0.4042 -0.7908 -0.3 0.2 -0.5 -0.0172
H -1.8181 0.7593 -2.2720 0.0 0.0 0.3 0.0195
H 1.1401 -1.6513 -1.5021 -0.1 0.0 0.3 0.0156
H 1.5822 -0.1927 -2.0360 0.1 0.1 -0.2 0.0029
H 0.2230 -0.8667 -2.5320 -0.4 0.0 -0.3 0.0137
H 2.5838 -0.1221 0.1630 -0.1 0.0 0.1 -0.0047
H 2.0265 0.7089 1.4192 -0.3 -0.1 0.1 0.0044
S -0.7788 -0.0562 4.4100 -0.1 0.1 -0.4 0.2813
C -0.7245 0.0509 2.8443 0.3 -0.3 -0.7 0.0865
N -0.6013 0.0656 1.6335 -2.1 0.7 5.2 -0.0597



| no. | F_max (eV/Å) |
| --- | --- |
| 1 | 1.25 |
| 2 | 2.82 |
| 3 | 5.65 |